[1]
11
Properties=species:S:1:pos:R:3:forces:R:3 method="wB97M-V/def2-TZVPD" spin_multiplicity=1 lumo_ev=0.61 gap_ev=11.00 total_charge=0
O 0.776 0.450 1.444 0.219 0.197 0.151
N 1.315 -0.976 -0.348 1.525 1.481 -1.245
C 0.324 -0.141 0.287 -0.616 0.024 -0.005
C -1.080 -0.585 0.219 -0.060 -0.162 0.146
C 2.215 -0.626 -1.048 -0.608 -1.270 0.632
C -0.619 0.606 -0.608 -0.088 0.040 -0.003
H 1.450 1.109 1.204 -0.265 -0.255 0.127
H -1.673 -0.402 1.104 -0.125 0.016 -0.077
H -1.253 -1.520 -0.304 -0.068 0.167 0.126
H -0.918 1.594 -0.267 0.070 -0.188 -0.012
H -0.535 0.491 -1.682 0.016 -0.050 0.160


[2]
11
Properties=species:S:1:pos:R:3:forces:R:3 method="wB97M-V/def2-TZVPD" spin_multiplicity=1 lumo_ev="-1.33 / -1.66" gap_ev="7.55 / 7.89" total_charge=0
O 0.288 2.123 1.387 -0.128 -0.298 -0.026
N -0.236 -0.083 1.644 -0.180 0.025 0.125
C 0.062 -0.386 -1.215 -0.210 -1.144 -0.656
C 0.055 1.026 0.906 -0.116 0.085 -0.085
C 0.154 0.804 -0.555 -0.076 0.955 0.757
C -0.626 -1.574 -1.299 1.122 0.806 0.347
H -0.455 0.064 2.617 0.014 -0.043 -0.077
H 0.842 -0.278 -1.982 -0.243 -0.499 -0.716
H -0.583 -0.917 1.194 0.066 0.149 0.095
H 0.518 1.665 -1.107 0.106 -0.126 0.214
H -0.019 -2.444 -1.589 -0.355 0.090 0.023


[3]
11
Properties=species:S:1:pos:R:3:forces:R:3 method="wB97M-V/def2-TZVPD" spin_multiplicity=1 lumo_ev=0.64 gap_ev=11.05 total_charge=0 smiles="CC(=O)CC#N"
O 0.174 1.528 1.283 0.126 -0.390 -0.483
N -2.387 -1.112 -0.632 0.833 0.797 -0.277
C 1.047 -0.639 0.735 0.074 -0.053 0.035
C -1.564 -0.316 -0.794 -0.793 -0.784 0.189
C 0.262 0.627 0.485 -0.010 0.165 0.274
C -0.492 0.678 -0.857 -0.024 0.171 -0.017
H 1.169 -1.239 -0.171 -0.010 0.108 0.135
H -0.912 1.676 -1.003 0.019 -0.105 0.039
H 0.506 -1.244 1.471 0.064 0.094 -0.057
H 2.024 -0.387 1.151 -0.126 -0.018 -0.001
H 0.187 0.442 -1.686 -0.152 0.016 0.163


[4]
11
Properties=species:S:1:pos:R:3:forces:R:3 method="wB97M-V/def2-TZVPD" spin_multiplicity=1 lumo_ev=1.10 gap_ev=11.13 total_charge=0
O 2.713 0.503 0.237 -0.807 0.772 0.790
N -1.426 -0.417 -0.485 -0.209 -0.119 -0.125
C 2.033 1.145 0.885 1.102 -0.695 -0.693
C -0.332 0.394 -1.050 0.119 0.126 -0.239
C -0.568 -1.081 0.517 0.065 -0.257 0.181
C -0.560 0.378 0.399 -0.063 0.182 0.173
H -0.908 1.138 1.087 0.008 -0.084 -0.192
H -0.665 1.249 -1.635 -0.009 -0.130 0.117
H 0.303 -1.643 0.167 -0.154 0.095 -0.004
H -1.128 -1.535 1.330 0.084 0.041 -0.113
H 0.539 -0.133 -1.452 -0.136 0.069 0.106


[5]
11
Properties=species:S:1:pos:R:3:forces:R:3 method="wB97M-V/def2-TZVPD" spin_multiplicity=1 lumo_ev=0.87 gap_ev=9.61 total_charge=0 smiles="NC1=C[C@H]1C=O"
O -1.090 0.995 1.447 0.330 0.282 -0.163
N -0.403 -1.866 -0.012 -0.006 0.084 -0.072
C 0.004 1.342 1.055 -0.287 -0.102 0.044
C 0.142 0.261 -1.374 -0.120 -0.264 -0.027
C 0.734 0.608 -0.027 0.075 -0.002 0.297
C 0.021 -0.645 -0.463 0.037 0.205 -0.316
H 0.083 0.582 -2.399 -0.097 0.122 0.175
H 1.825 0.722 0.040 -0.186 -0.331 0.161
H -0.954 -2.357 -0.705 0.070 0.026 0.087
H -0.910 -1.803 0.865 0.255 0.015 -0.045
H 0.547 2.162 1.574 -0.072 -0.036 -0.141


[6]
11
Properties=species:S:1:pos:R:3:forces:R:3 method="wB97M-V/def2-TZVPD" spin_multiplicity=1 lumo_ev=0.26 gap_ev=9.09 total_charge=0 smiles=Cc1cnco1
O -0.386 1.258 -0.133 -0.197 -0.262 -0.602
N -1.619 -0.594 -0.052 -0.266 0.389 -0.041
C 1.401 -0.027 -0.048 0.133 -0.218 -0.585
C -0.707 -0.638 0.959 0.143 0.036 0.012
C -1.298 0.495 -0.710 -1.269 0.414 0.494
C 0.221 0.380 0.788 -0.248 -0.190 0.112
H 2.039 0.795 -0.372 0.089 -0.071 0.294
H 0.728 -0.275 -0.970 1.873 -0.458 0.732
H 1.969 -0.879 0.333 -0.108 0.182 -0.177
H -0.688 -1.460 1.668 0.158 0.113 -0.296
H -1.771 0.872 -1.601 -0.306 0.065 0.056


[7]
11
Properties=species:S:1:pos:R:3:forces:R:3 method="wB97M-V/def2-TZVPD" spin_multiplicity=1 lumo_ev="0.12 / 0.12" gap_ev="8.66 / 8.66" total_charge=0
O 2.092 -0.311 -0.236 2.390 0.823 -1.075
N 1.200 0.646 0.662 1.617 0.246 2.065
C -1.375 -0.080 0.197 2.314 1.128 2.151
C 0.244 1.130 -0.178 -3.306 -1.327 -1.050
C -0.235 -0.282 -0.618 1.345 -0.512 -0.007
C 0.973 -0.741 0.265 -2.770 -0.335 0.405
H 0.165 2.152 -0.555 -0.361 -0.614 0.163
H -1.246 -0.495 1.215 -0.668 0.702 -0.508
H -0.439 -0.606 -1.594 0.444 -0.479 -1.471
H -2.327 0.066 -0.229 -0.902 0.637 -0.209
H 0.947 -1.480 1.070 -0.103 -0.269 -0.463


[8]
11
Properties=species:S:1:pos:R:3:forces:R:3 method="wB97M-V/def2-TZVPD" spin_multiplicity=1 lumo_ev=0.17 gap_ev=10.94 total_charge=0 smiles=C[C@@]1(C#N)CO1
O -1.290 0.202 -0.855 -0.422 0.208 0.171
N 1.586 -0.587 -1.346 1.052 0.177 -0.946
C 1.089 0.473 -1.402 -0.069 -1.232 0.511
C -0.863 -1.062 -0.331 0.037 -0.193 0.041
C -0.027 0.144 -0.301 -0.408 0.637 0.102
C 0.333 0.882 0.952 -0.134 0.106 0.092
H 0.454 1.943 0.724 -0.047 -0.090 0.126
H -1.382 -1.356 0.580 0.132 0.020 -0.071
H 1.277 0.497 1.353 -0.194 0.048 -0.102
H -0.693 -1.855 -1.055 0.030 0.246 0.027
H -0.459 0.740 1.688 0.023 0.073 0.049


| no. | E_tot (eV) |
| --- | --- |
| 1 | -7763.84081 |
| 2 | -7762.32249 |
| 3 | -7766.06787 |
| 4 | -7763.70831 |
| 5 | -7763.82479 |
| 6 | -7763.64821 |
| 7 | -7759.96322 |
| 8 | -7762.85904 |